C52H53IIrNPSi | ωB97M-V/def2-TZVPD

Calculated values
⟨S²⟩ = 8.82
Orbital gap (spin up / spin down) = 0.2213 / 0.1964 Ha
E_LUMO (spin up / spin down) = 0.55 / -2.03 eV
HOMO level (spin up / spin down) = -0.2009 / -0.2712 hartree

Structure (ORCA input):
```
! RIJCOSX wB97M-V def2-TZVPD def2/J DEFGRID3
* xyz 0 6
Ir -0.0622 0.1070 0.9335
I -0.6767 -2.6566 0.5623
C -0.0926 -3.0331 2.5497
C -0.1610 -4.3189 2.9982
C 0.1970 -4.6005 4.3337
C 0.5840 -3.5902 5.1627
C 0.6466 -2.2504 4.7060
C 1.0186 -1.2026 5.5828
C 1.0652 0.0834 5.1316
C 0.7780 0.3758 3.7804
C 0.4103 -0.5968 2.8755
C 0.3196 -1.9396 3.3570
H -0.4910 -5.1150 2.3446
H 0.1509 -5.6205 4.6923
H 0.8460 -3.7982 6.1934
H 1.2566 -1.4421 6.6124
H 1.3369 0.8866 5.8062
H 0.8496 1.4082 3.4522
C 4.9791 0.7462 1.5741
C 3.4689 0.9615 1.6712
C 3.1209 2.4479 1.7857
P 2.3848 0.1331 0.4211
C 3.3297 -1.3838 -0.0610
C 3.3377 -2.3727 1.1062
C 2.7709 -2.0201 -1.3306
C 2.4313 1.1142 -1.1110
C 3.4919 1.8966 -1.5340
C 3.4053 2.7148 -2.6590
C 4.5586 3.5755 -3.0845
C 2.1905 2.7566 -3.3548
C 1.1229 1.9831 -2.9736
C 1.2305 1.0964 -1.8739
N 0.2413 0.2816 -1.4414
C -0.9955 0.2074 -2.0749
C -3.1128 2.0974 -1.8693
C -3.8584 3.1423 -1.0407
C -3.8813 1.6992 -3.0692
C -3.5059 0.8431 -4.0959
C -4.5471 0.5767 -5.1636
C -2.3188 0.1305 -4.2338
C -1.1203 -0.0088 -3.4201
C 0.0281 -0.5887 -4.2207
H 5.4648 1.2572 2.4087
H 5.4035 1.1562 0.6563
H 5.2558 -0.3053 1.6307
H 3.1256 0.4786 2.5935
H 3.5306 3.0148 0.9490
H 3.5463 2.8559 2.7051
H 2.0434 2.6157 1.7945
H 4.3552 -1.0603 -0.2709
H 2.3351 -2.7637 1.2837
H 3.6804 -1.9184 2.0369
H 3.9936 -3.2170 0.8829
H 1.7174 -2.2719 -1.2148
H 3.3152 -2.9412 -1.5512
H 2.8719 -1.3547 -2.1892
H 4.4168 1.8957 -0.9717
H 5.4484 3.3675 -2.4920
H 4.3170 4.6348 -2.9687
H 4.8027 3.4130 -4.1358
H 2.0855 3.4295 -4.1984
H 0.1814 2.0658 -3.4976
H -4.2259 3.9460 -1.6836
H -3.2021 3.5891 -0.2977
H -4.7143 2.7123 -0.5157
H -4.9061 2.0585 -3.1063
H -5.3189 1.3445 -5.1707
H -5.0299 -0.3859 -4.9761
H -4.0975 0.5357 -6.1562
H -2.2577 -0.4439 -5.1543
H -0.3078 -1.5285 -4.6673
H 0.9066 -0.7920 -3.6158
H 0.3133 0.0699 -5.0436
C -3.8007 0.3004 3.5401
C -3.9225 -0.8136 2.7243
C -3.5456 -0.7465 1.3918
C -3.0076 0.4230 0.8372
C -2.9112 1.5383 1.6815
C -3.3069 1.4825 3.0072
Si -2.5936 0.4428 -1.0214
C -3.7255 -0.9594 -1.6259
C -3.2664 -2.1402 -2.2023
C -4.1439 -3.1389 -2.6089
C -5.5106 -2.9642 -2.4579
C -5.9930 -1.7921 -1.8883
C -5.1068 -0.8117 -1.4708
H -4.0880 0.2486 4.5827
H -4.3107 -1.7428 3.1222
H -3.6644 -1.6314 0.7813
H -2.4767 2.4510 1.3079
H -3.2074 2.3624 3.6305
H -2.1396 2.5029 -2.1690
H -2.2010 -2.2849 -2.3513
H -3.7584 -4.0513 -3.0469
H -6.1978 -3.7370 -2.7783
H -7.0590 -1.6475 -1.7634
H -5.5017 0.0867 -1.0055
C -0.1551 2.1416 0.5685
C -0.1797 3.3245 0.2684
C -0.0779 4.7078 -0.0929
C 1.0120 5.1419 -0.8569
C 1.1308 6.4714 -1.2244
C 0.1663 7.3927 -0.8365
C -0.9163 6.9747 -0.0757
C -1.0389 5.6447 0.2943
H 1.7563 4.4146 -1.1547
H 1.9794 6.7931 -1.8155
H 0.2594 8.4320 -1.1239
H -1.6692 7.6887 0.2326
H -1.8812 5.3215 0.8926
*
```